(1)
Below is a molecular structure, C33H36Cl5FI2N7OSTl, with properties calculated with wB97M-V/def2-TZVPD.

Summary:
HOMO level ... -0.54 eV
HOMO-LUMO gap ... 3.8187 eV
ΔE to the lowest compared entry with this formula, charge and spin ... 104.43 kJ/mol
Charge ... -2
E ... -144344.4184 eV

```
87
Properties=species:S:1:pos:R:3:forces:R:3:lowdin_charge:R:1
Tl -0.841 1.024 0.253 0.001 -0.065 -0.083 0.820
I -2.420 4.797 3.172 0.198 -0.234 0.265 0.839
I -0.344 2.370 8.334 -0.021 -0.002 -0.499 0.704
Cl -0.587 0.727 -4.506 -0.023 -0.622 -0.283 0.647
Cl 0.665 5.897 -5.289 -0.011 0.080 -0.084 0.619
Cl 0.151 3.048 -6.433 0.007 -0.045 -0.011 0.609
Cl 0.202 6.470 -2.269 -0.003 0.134 0.066 0.625
Cl -0.805 4.193 -0.395 -0.078 0.296 0.339 0.642
S -4.110 1.523 -0.670 -0.266 0.446 0.572 0.578
F 0.331 -6.491 -4.270 -0.033 0.027 0.044 -0.048
O -0.332 2.758 2.127 0.143 -0.134 -0.331 -0.350
N 0.338 -0.205 2.572 0.032 -0.279 0.026 -0.087
N 4.087 -0.608 -1.847 0.360 -0.077 -0.170 -0.175
N 2.374 3.453 1.013 0.068 0.180 -0.069 0.038
N -2.358 -0.756 1.976 -0.058 -0.174 0.382 0.075
N -2.840 -0.341 -2.034 -0.050 0.164 -0.169 0.108
N 1.992 -0.056 -0.510 0.153 -0.118 0.210 -0.192
N -3.575 1.489 -3.227 0.112 -0.139 -0.268 0.071
C -0.452 -1.030 3.459 0.127 0.022 0.136 -0.158
C 3.245 0.317 -2.599 0.055 0.002 -0.063 -0.152
C -0.383 2.455 6.202 -0.003 -0.038 0.819 -0.727
C -0.824 -3.807 -1.236 0.183 -0.318 -0.377 -0.382
C -3.540 -1.161 1.523 -0.125 0.054 0.105 -0.179
C -0.080 4.877 -2.890 0.007 0.017 0.059 -0.717
C 0.780 -5.418 -2.172 -0.102 -0.346 -0.639 -0.079
C -1.221 3.360 5.576 -0.057 0.052 0.197 -0.257
C 0.443 1.672 4.092 0.131 -0.049 -0.154 -0.171
C 0.405 -4.546 -1.185 -0.071 0.281 0.297 -0.103
C -0.069 3.346 -4.733 0.072 0.046 -0.104 -0.718
C -0.360 2.617 3.383 0.000 0.155 0.266 -0.494
C -0.498 3.839 -2.065 -0.016 -0.631 -0.417 -0.716
C 0.131 4.630 -4.242 0.057 0.020 -0.045 -0.728
C -1.722 -1.546 2.841 -0.043 0.029 -0.052 -0.280
C -0.052 -5.609 -3.266 0.105 -0.117 -0.038 -0.322
C 3.331 -1.827 -1.572 0.099 -0.064 -0.043 -0.156
C -3.430 0.862 -2.034 -0.360 -0.349 -0.255 -1.023
C -1.179 -2.897 -0.280 -0.246 0.702 0.554 -0.083
C 1.964 0.636 -1.796 -0.089 0.053 -0.032 -0.188
C -4.133 -2.357 1.880 0.080 -0.397 0.265 -0.068
C -1.187 3.423 4.206 -0.498 0.487 -0.363 -0.603
C -0.429 2.345 -3.839 -0.039 0.372 0.712 -0.719
C -1.271 -4.951 -3.362 0.380 -0.406 -0.271 -0.081
C 0.431 1.612 5.468 0.111 -0.021 0.119 -0.153
C 2.066 -1.496 -0.750 -0.151 -0.133 -0.107 -0.169
C 4.454 0.015 -0.581 0.078 -0.075 -0.005 -0.165
C -3.458 -3.194 2.759 0.148 0.376 -0.057 -0.070
C -0.667 2.513 -2.480 0.137 0.677 -0.689 -0.220
C -2.234 -2.768 3.254 -0.309 -0.213 -0.089 -0.037
C 3.183 0.363 0.228 0.069 0.162 0.064 -0.175
C 1.241 0.699 3.274 0.104 0.123 0.105 -0.173
C -1.649 -4.081 -2.376 -0.074 0.165 0.233 -0.092
H 3.834 1.218 -2.790 -0.043 0.021 -0.058 0.112
H -5.092 -2.634 1.468 -0.068 0.004 -0.064 0.098
H -4.040 -0.475 0.854 -0.036 0.045 -0.140 0.015
H -1.674 -3.379 3.951 0.043 -0.022 -0.019 0.104
H 2.760 3.944 1.813 -0.080 0.010 -0.040 0.018
H -3.859 2.453 -3.156 0.122 -0.086 0.047 0.082
H 2.093 -2.003 0.217 -0.080 -0.051 0.074 0.107
H -2.699 -0.835 -1.164 0.121 0.104 -0.151 0.024
H 1.049 -4.410 -0.325 0.054 0.012 0.070 0.089
H 0.119 -1.876 3.883 -0.098 0.103 -0.005 0.124
H 1.806 1.249 2.518 0.055 -0.096 0.005 0.094
H -3.867 -4.153 3.045 -0.036 -0.059 0.023 0.098
H 1.158 -1.814 -1.262 -0.063 -0.040 0.075 0.099
H -1.911 -5.138 -4.215 -0.028 -0.015 -0.074 0.097
H 3.075 -2.288 -2.528 -0.032 -0.060 0.017 0.115
H -2.899 1.274 -3.948 -0.031 0.046 -0.011 0.026
H -1.884 3.996 6.146 0.031 0.036 -0.016 0.072
H 5.045 0.908 -0.805 0.011 0.025 0.054 0.108
H 3.100 1.436 0.420 0.074 -0.160 0.030 0.071
H -0.759 -0.394 4.300 0.067 -0.154 -0.067 0.128
H 1.870 1.705 -1.601 -0.067 0.025 -0.047 0.107
H -0.572 -2.720 0.592 0.154 -0.029 0.164 0.018
H 1.075 0.304 -2.330 -0.071 0.104 0.002 0.071
H 1.711 -5.968 -2.105 0.027 -0.002 -0.033 0.098
H -2.160 -2.451 -0.282 -0.171 -0.069 0.027 -0.004
H 5.097 -0.691 -0.044 0.014 0.072 0.034 0.106
H 1.063 0.892 5.971 0.033 -0.059 0.029 0.093
H -2.604 -3.577 -2.447 -0.108 0.060 -0.032 0.088
H 0.842 -0.774 1.902 0.013 0.033 -0.087 0.081
H 3.191 -0.161 1.187 -0.035 -0.014 0.097 0.104
H 3.012 -0.150 -3.559 -0.043 0.066 -0.030 0.113
H 1.954 0.161 3.930 -0.065 0.098 -0.091 0.120
H -2.293 -0.641 -2.824 0.120 -0.064 0.008 0.073
H 2.277 4.136 0.269 0.002 0.015 0.048 0.009
H 3.996 -2.510 -1.034 -0.057 -0.056 -0.029 0.109
H 1.421 3.185 1.267 -0.025 0.080 0.119 -0.030
```
Positions in Å, forces in eV/Å.


(2)
Below is 2 unconnected molecules or ions with the total composition C29H30BrN3O5S at a distorted geometry, with properties calculated with wB97M-V/def2-TZVPD.

Summary:
HOMO level ... -5.81 eV
HOMO-LUMO gap ... 2.9514 eV
E ... -126138.2266 eV

```
69
Properties=species:S:1:pos:R:3:forces:R:3:lowdin_charge:R:1
Br 2.993 -2.159 -1.623 -0.156 0.293 0.460 0.650
S 0.931 -4.513 -1.571 1.925 0.016 1.481 0.644
O 0.955 -6.023 -1.598 -0.547 3.345 0.462 -0.387
O 8.777 0.108 1.005 -1.645 1.297 -0.106 0.067
O 0.132 -3.679 -0.593 0.688 -2.063 -2.038 -0.432
O -4.168 2.710 1.627 0.627 -0.135 -0.050 0.113
O 8.234 2.196 0.653 -0.793 -1.786 0.408 0.061
N -1.971 3.355 1.278 -0.359 -1.196 0.167 -0.029
N 7.929 1.014 0.899 2.481 0.498 -0.302 -0.315
N -0.869 1.292 1.498 -0.295 -0.055 0.042 0.050
C -6.226 -0.912 2.004 0.037 -0.086 0.265 -0.075
C -0.094 -2.731 -3.396 -0.196 0.455 0.358 -0.099
C -2.232 4.770 1.084 0.451 -0.139 -0.013 -0.005
C -0.607 2.755 1.257 -0.230 0.360 -0.049 -0.431
C 5.562 1.667 0.960 0.540 0.438 -0.120 0.013
C -4.866 -0.723 1.860 0.139 0.041 -0.073 -0.041
C 1.417 0.574 1.458 0.827 0.112 0.032 -0.082
C 0.000 2.973 -0.126 0.015 -0.091 -0.139 0.013
C 0.197 3.357 2.409 0.032 -0.074 0.155 0.010
C 0.698 -4.783 -4.315 0.212 -0.603 -0.058 -0.059
C -2.342 1.085 1.636 0.356 -0.947 0.455 -0.144
C 0.333 -4.360 -5.578 0.095 -0.173 -0.021 -0.076
C 0.069 0.315 1.603 -1.243 1.657 -0.203 0.027
C -0.242 -3.118 -5.751 -0.081 0.152 -0.195 -0.090
C 2.455 -0.326 1.550 -1.119 -0.136 -0.435 0.011
C 4.825 -0.946 1.492 -0.594 0.351 0.094 -0.013
C 4.235 1.361 1.114 -0.208 -0.616 0.166 0.003
C 3.822 0.037 1.386 1.198 0.304 -0.161 -0.219
C -6.585 0.011 -0.165 -0.096 0.058 -0.186 -0.075
C -2.879 0.116 0.580 0.164 -0.147 -0.379 -0.080
C 6.531 0.679 1.068 -0.900 -0.282 0.091 -0.139
C -4.350 -0.151 0.708 -0.166 0.102 -0.001 -0.238
C -7.087 -0.543 0.993 -0.262 -0.002 0.009 -0.086
C 6.149 -0.628 1.335 0.799 -0.079 -0.020 0.020
C -2.987 2.459 1.525 0.738 0.542 -0.096 -0.387
C 0.484 -3.967 -3.228 -0.247 -0.185 0.760 -0.319
C -0.456 -2.304 -4.658 -0.036 0.170 -0.026 -0.083
C -5.226 0.207 -0.306 0.253 0.008 0.064 -0.039
C 2.630 -3.974 -1.439 -1.911 -0.734 -0.854 -0.789
H -4.190 -1.008 2.649 0.091 -0.129 0.265 0.111
H -1.732 5.352 1.856 -0.032 0.142 0.057 0.089
H -0.260 -0.687 1.805 -0.406 -0.288 0.027 0.150
H 1.131 -5.759 -4.159 0.078 -0.128 0.019 0.114
H 3.305 -4.563 -0.863 0.210 -0.326 0.269 -0.027
H 0.489 -5.003 -6.428 0.058 -0.143 -0.122 0.103
H -4.833 0.654 -1.203 0.046 0.119 -0.226 0.111
H -0.684 2.591 -0.881 -0.061 -0.027 -0.030 0.101
H -2.533 0.691 2.642 -0.106 0.054 -0.152 0.164
H 0.947 2.458 -0.258 0.022 0.064 -0.002 0.076
H -0.272 -2.118 -2.527 -0.041 0.081 0.097 0.096
H -0.358 3.228 3.336 -0.061 -0.011 0.042 0.104
H 3.506 2.146 1.025 -0.045 0.223 -0.048 0.103
H -6.615 -1.333 2.916 -0.046 -0.118 0.139 0.104
H 1.165 2.884 2.543 0.022 0.075 -0.038 0.073
H -8.151 -0.679 1.111 -0.124 -0.034 0.010 0.103
H 0.359 4.423 2.263 -0.018 0.017 -0.134 0.090
H -0.529 -2.787 -6.737 -0.042 0.037 -0.124 0.101
H 1.687 1.588 1.251 0.082 0.126 -0.058 0.050
H -2.667 0.537 -0.408 0.002 -0.016 0.031 0.129
H -2.330 -0.831 0.632 0.053 0.084 0.090 0.128
H -7.255 0.306 -0.955 -0.096 0.037 -0.151 0.104
H 6.917 -1.379 1.414 0.053 -0.140 0.009 0.125
H 2.231 -1.358 1.752 -0.019 -0.389 0.062 0.126
H -0.915 -1.339 -4.787 -0.084 0.205 -0.009 0.099
H -1.862 5.087 0.111 -0.036 0.104 -0.078 0.089
H 0.162 4.031 -0.324 0.005 0.070 0.111 0.090
H -3.303 4.956 1.135 0.050 -0.248 0.043 0.099
H 4.534 -1.961 1.699 -0.020 -0.249 -0.016 0.123
H 5.886 2.673 0.752 -0.032 0.136 -0.028 0.122
```
Positions in Å, forces in eV/Å.


(3)
Below is a molecular structure, C42H51IrN7, with properties calculated with wB97M-V/def2-TZVPD.

Summary:
HOMO level ... -10.03 eV
HOMO-LUMO gap ... 5.5678 eV
ΔE to the lowest compared entry with this formula, charge and spin ... 17.96 kJ/mol
Charge ... +1
E ... -57644.5140 eV

```
101
Properties=species:S:1:pos:R:3:forces:R:3:lowdin_charge:R:1
Ir -0.454 0.738 -0.226 -0.122 0.194 -0.232 1.407
N -3.261 0.508 0.253 -0.011 -0.148 0.169 0.120
N -2.286 -0.165 -0.163 -0.161 0.137 0.076 -0.073
N 0.531 0.128 1.433 0.133 -0.608 -0.337 -0.084
N -1.615 2.053 0.882 0.007 0.067 -0.057 -0.029
N 1.567 1.314 -0.244 0.343 -0.147 0.030 -0.104
N 2.345 -2.003 0.224 -0.136 0.060 0.135 0.128
N 0.630 -0.347 -1.554 -0.059 -0.283 0.463 -0.136
C -2.487 -2.318 2.622 0.021 0.021 0.042 -0.053
C 2.431 2.451 -0.390 0.067 -0.007 0.046 -0.089
C -2.624 -1.479 -0.628 -0.098 0.000 -0.094 -0.245
C 1.589 -3.737 -3.529 0.002 0.024 -0.040 -0.050
C 0.211 0.138 2.819 0.046 -0.108 -0.011 -0.153
C 3.490 -2.094 -3.495 0.006 0.007 0.015 -0.048
C 0.498 0.938 5.079 0.022 0.114 -0.060 -0.038
C -0.229 -3.408 2.732 0.038 0.012 -0.051 -0.046
C 0.687 1.128 3.711 -0.063 0.011 0.055 -0.125
C -0.982 -2.105 2.452 0.047 -0.012 -0.001 -0.386
C 4.022 -0.211 0.055 -0.024 0.086 0.031 0.004
C -1.305 1.580 -2.850 0.045 -0.103 0.039 -0.396
C 0.794 3.650 3.922 -0.021 -0.003 0.100 -0.065
C -0.677 -1.100 4.705 -0.010 0.089 -0.043 -0.034
C -1.268 3.213 1.437 -0.058 0.043 -0.098 -0.091
C 0.970 -1.248 -5.120 -0.022 0.001 -0.006 -0.025
C -1.922 -3.619 -1.443 0.027 0.005 0.000 -0.045
C 0.388 -0.360 -2.955 0.078 0.076 -0.003 -0.173
C 1.843 0.416 0.986 -0.421 0.336 0.266 -0.253
C 3.753 2.293 -0.317 -0.039 -0.037 0.002 -0.049
C -3.241 -4.041 -1.473 -0.019 0.031 0.019 -0.046
C 2.024 -2.325 -3.126 -0.013 0.018 0.072 -0.377
C -3.921 2.568 1.283 -0.030 -0.025 -0.007 0.030
C 2.905 2.361 3.700 -0.019 -0.020 -0.020 -0.049
C -0.768 2.989 -3.067 0.013 -0.009 -0.032 -0.035
C 1.111 -1.280 -3.738 0.015 -0.072 -0.115 -0.131
C 0.111 -0.360 -5.744 0.003 -0.005 0.045 -0.056
C -0.483 -0.981 3.336 0.037 0.076 -0.056 -0.134
C 4.497 1.031 -0.100 -0.034 0.003 0.005 -0.060
C 1.910 0.096 -1.156 0.037 -0.055 -0.095 -0.246
C -0.626 0.514 -4.968 -0.003 -0.025 0.005 -0.038
C -2.209 4.093 1.945 -0.003 -0.018 -0.028 -0.022
C 1.421 2.399 3.301 0.116 -0.118 -0.042 -0.384
C 2.560 -0.596 0.064 0.239 0.060 -0.083 -0.405
C -2.807 1.477 -3.103 0.012 0.006 -0.070 -0.043
C -0.497 0.530 -3.581 -0.079 0.039 0.005 -0.141
C -3.554 3.768 1.866 0.002 0.028 0.005 -0.018
C -1.605 -2.333 -1.029 0.019 -0.008 0.066 -0.020
C -2.921 1.742 0.805 0.043 -0.050 0.090 -0.297
C -0.179 -0.153 5.580 -0.035 -0.089 0.094 -0.056
C -3.959 -1.900 -0.647 0.057 0.036 0.000 -0.020
C -4.258 -3.175 -1.077 0.009 -0.047 0.005 -0.056
H -0.282 3.708 3.762 0.020 -0.033 -0.006 0.058
H 4.121 -2.853 -3.030 0.002 -0.001 0.005 0.084
H -5.288 -3.503 -1.094 0.001 -0.003 -0.010 0.114
H 3.844 -1.115 -3.164 0.002 -0.002 -0.003 0.069
H 2.487 0.840 1.749 0.053 0.054 -0.074 0.120
H -4.744 -1.238 -0.320 -0.012 0.053 -0.011 0.111
H 1.942 -2.263 -2.041 0.000 -0.032 -0.124 0.089
H 0.889 1.671 5.773 0.001 0.012 -0.008 0.111
H 1.967 3.411 -0.571 -0.014 -0.001 -0.004 0.110
H -1.880 5.020 2.393 -0.002 0.003 -0.004 0.122
H -1.302 1.210 -5.449 -0.004 0.001 -0.004 0.114
H -0.772 3.219 -4.133 -0.025 0.010 0.001 0.092
H -3.483 -5.043 -1.799 0.000 -0.003 -0.001 0.115
H 2.595 0.322 -1.974 -0.065 0.098 -0.006 0.156
H 1.264 4.552 3.525 -0.009 0.010 -0.031 0.092
H 1.347 -2.168 0.343 0.092 0.015 -0.025 0.064
H -1.249 1.407 -1.739 0.021 0.149 0.091 0.021
H 0.011 -0.354 -6.821 -0.003 -0.001 -0.001 0.109
H 1.539 -1.947 -5.721 0.001 -0.006 -0.009 0.116
H -3.164 0.458 -2.952 -0.008 0.009 0.025 0.085
H -0.211 3.430 1.456 -0.011 0.035 -0.005 0.104
H -4.951 2.256 1.190 0.004 -0.010 0.004 0.128
H -4.307 4.441 2.252 0.000 0.001 0.001 0.123
H 2.158 -4.482 -2.972 0.002 -0.002 0.007 0.085
H 4.730 -1.021 0.191 -0.003 -0.011 -0.017 0.123
H -2.856 -3.064 1.918 -0.014 -0.012 -0.075 0.076
H -0.331 -3.716 3.774 -0.037 0.002 0.010 0.082
H 3.424 3.242 3.317 0.005 0.001 0.004 0.087
H -1.198 -1.967 5.093 -0.008 -0.002 0.018 0.114
H 0.262 3.071 -2.717 0.007 0.000 -0.010 0.076
H -1.383 3.732 -2.555 0.014 -0.002 0.027 0.086
H -0.619 -4.212 2.104 0.017 -0.010 -0.007 0.083
H -3.035 1.758 -4.131 0.015 -0.004 -0.003 0.089
H -2.715 -2.680 3.626 -0.005 0.004 -0.004 0.081
H -0.767 -1.833 1.419 -0.098 0.049 0.013 0.074
H 0.945 3.657 5.001 0.043 0.041 -0.003 0.080
H 1.373 2.487 2.213 -0.026 0.060 0.029 0.085
H -3.357 2.158 -2.450 -0.007 -0.011 0.014 0.082
H -3.045 -1.390 2.481 -0.019 0.000 -0.056 0.075
H 2.793 -2.335 1.074 0.059 -0.020 -0.056 0.094
H -0.308 -0.270 6.648 -0.006 -0.001 -0.008 0.110
H 3.421 1.475 3.329 0.008 0.000 0.011 0.075
H 1.753 -3.921 -4.592 0.007 0.001 -0.006 0.079
H -0.578 -1.992 -1.015 -0.010 -0.007 -0.025 0.077
H 3.004 2.359 4.786 -0.015 -0.006 0.004 0.086
H 5.573 1.149 -0.077 0.001 0.005 -0.008 0.106
H 4.357 3.183 -0.443 0.014 -0.003 0.013 0.110
H 3.640 -2.148 -4.575 -0.004 -0.005 -0.007 0.081
H 0.526 -3.891 -3.333 -0.001 -0.011 0.015 0.063
H -1.130 -4.290 -1.744 0.007 -0.002 -0.001 0.103
H 0.838 -3.300 2.526 0.005 0.007 0.022 0.071
```
Positions in Å, forces in eV/Å.